(1)
Entry from the Open Molecules 2025 dataset: an isolated molecule of C2H4N4O2 (the ωB97M-V functional and the def2-TZVPD basis).

```
12
Properties=species:S:1:pos:R:3:forces:R:3
C -0.362 -0.051 0.545 -0.65 2.17 0.22
C -0.228 2.190 0.560 -0.30 1.57 0.05
H -0.948 -3.091 0.311 -0.34 0.37 0.56
H 0.088 -2.437 -0.652 0.23 1.17 0.55
H -0.237 3.217 0.963 -0.14 -0.76 -0.38
H 1.947 0.141 -1.826 -2.70 -0.93 4.12
N -0.763 -2.192 -0.127 0.32 0.31 1.38
N -0.643 -1.167 1.056 -0.09 -0.92 -3.23
N 0.281 1.842 -0.515 2.93 0.58 -3.25
N 0.200 0.452 -0.679 -0.75 -0.27 1.09
O -0.815 1.241 1.194 -0.58 -4.31 2.51
O 1.481 -0.145 -0.830 2.08 1.02 -3.62
```
Positions in Å, forces in eV/Å.

## Properties
Structure (SMILES): N/N=c1/ocnn1O
Energy relative to the best compared isomer or geometry (same formula, charge and spin): 113.0 kcal per mole
Net charge: 0
HOMO level: -9.1 eV
Energy: -12188.587 eV

Löwdin population analysis, charges in e, atoms 1 to 2: number 1, C, carries -0.29; number 2, C, carries -0.28

=====

(2)
Entry from the Open Molecules 2025 dataset: a cluster of 13 separate species, BH28O12 in total (the ωB97M-V functional and the def2-TZVPD basis).

```
41
Properties=species:S:1:pos:R:3:forces:R:3
B 15.907 1.908 29.778 -3.00 -0.36 2.23
H 15.364 0.821 29.669 0.50 -0.30 0.21
H 15.648 2.470 28.847 0.08 1.30 -2.46
H 15.099 2.563 30.605 0.90 -0.65 -0.20
H 16.995 1.938 30.152 1.87 -0.01 0.54
O 19.640 0.842 32.217 -2.92 0.76 -1.24
H 18.628 0.432 32.033 3.48 1.63 0.70
H 19.676 1.811 31.898 -0.55 -2.54 0.67
O 11.542 1.039 30.534 -2.39 7.63 3.63
H 12.298 1.625 30.919 -2.61 -1.37 -1.10
H 12.011 0.364 30.267 3.45 -4.53 -2.05
O 12.945 -0.399 29.103 -1.95 4.10 -3.81
H 13.765 -0.725 29.089 5.33 -2.06 -0.15
H 12.470 -0.876 29.674 -2.62 -3.56 3.02
O 15.291 -1.650 28.047 2.93 0.09 -0.51
H 16.296 -1.835 28.204 -2.78 0.58 -0.31
H 15.322 -0.945 27.356 -0.11 -0.68 0.83
O 13.189 4.599 27.200 -1.75 3.76 -2.13
H 13.200 5.486 26.604 0.10 -3.26 2.32
H 14.055 4.257 27.124 1.76 -0.54 -0.07
O 18.707 0.304 27.700 0.46 -1.91 -2.13
H 18.013 0.650 28.184 -3.10 0.96 1.38
H 19.387 0.751 28.130 2.47 0.99 0.83
O 19.173 4.275 28.565 0.57 0.81 -0.47
H 19.652 5.127 28.670 -0.61 -0.93 0.13
H 18.956 3.948 29.438 -0.09 0.05 0.32
O 16.947 -0.239 32.238 0.16 1.82 0.97
H 16.791 0.336 31.411 -0.41 -0.51 1.88
H 16.830 0.283 33.131 0.04 -1.07 -3.18
O 13.451 0.312 32.334 -0.08 -2.69 1.41
H 13.843 0.983 31.758 1.08 -1.22 -0.29
H 13.761 -0.681 32.324 -0.15 3.72 -0.78
O 16.405 5.676 28.353 2.02 -1.47 -1.32
H 16.131 5.509 29.245 -0.38 -0.24 0.92
H 17.128 4.967 28.196 -1.68 1.66 0.42
O 16.643 4.760 31.873 0.78 1.88 0.83
H 16.764 3.872 31.567 0.21 -1.05 -0.28
H 17.466 5.108 32.300 -1.09 -0.91 -0.71
O 12.776 4.566 30.156 -0.79 1.38 -2.39
H 12.948 4.521 29.164 -0.40 0.15 1.64
H 13.296 3.876 30.498 1.25 -1.42 0.73
```
Positions in Å, forces in eV/Å.

## Properties
Energy relative to the best compared isomer or geometry (same formula, charge and spin): 99.5 kcal per mole
Net charge: -1
HOMO level: -6.4 eV
Energy: -25698.819 eV

Löwdin population analysis, charges in e, atoms 1 to 2: number 1, B, carries -0.40; number 2, H, carries -0.04

=====

(3)
Entry from the Open Molecules 2025 dataset: a structure of composition C34H35ClF8IN3O24S (the ωB97M-V functional and the def2-TZVPD basis).

```
107
Properties=species:S:1:pos:R:3:forces:R:3
C 0.333 -3.760 -0.011 -0.47 -0.32 -0.15
C 0.368 -3.794 -1.529 0.52 0.44 0.21
C 1.346 -2.753 -2.066 -0.11 -0.27 -0.34
C 0.851 -1.347 -1.846 0.43 0.09 0.37
N 1.885 -0.329 -2.190 -0.36 0.37 0.09
C 2.036 0.645 -1.166 0.51 -0.26 0.28
C 1.077 1.697 -1.036 0.25 0.37 0.42
C 1.142 2.630 -0.042 -0.33 -0.20 -0.54
I -0.298 4.125 0.071 0.03 0.04 0.14
C 2.194 2.552 0.900 -0.30 0.31 -0.04
N 2.412 3.367 1.935 -0.26 0.27 0.04
S 3.718 2.836 2.671 0.25 -0.34 -0.10
N 4.079 1.572 1.756 0.13 -0.07 0.05
C 3.155 1.516 0.789 0.24 -0.20 0.11
C 3.067 0.556 -0.259 -0.48 0.08 -0.13
Cl 4.220 -0.702 -0.318 0.21 -0.20 -0.05
H -0.061 -2.822 0.361 0.08 0.24 0.19
H 1.317 -3.938 0.403 0.23 0.09 0.14
H -0.333 -4.521 0.376 -0.10 -0.21 0.11
H 0.696 -4.778 -1.847 -0.09 -0.21 -0.20
H -0.614 -3.595 -1.939 -0.28 -0.17 -0.10
H 2.310 -2.869 -1.577 0.20 0.04 0.08
H 1.504 -2.901 -3.132 0.11 -0.04 -0.21
H -0.076 -1.172 -2.385 -0.14 0.07 -0.23
H 0.612 -1.226 -0.795 -0.06 0.07 0.22
H 1.591 0.164 -3.023 0.07 -0.10 -0.19
H 0.282 1.724 -1.761 -0.19 0.03 -0.11
C 0.514 6.424 -3.318 0.03 -0.07 0.01
C -0.710 7.301 -3.478 0.14 0.06 -0.09
O -0.660 7.634 -4.853 -0.27 -0.05 0.00
C -0.009 6.628 -5.513 0.10 0.09 0.13
O -0.011 6.482 -6.684 0.03 0.03 -0.08
O 0.622 5.834 -4.620 0.02 -0.04 0.10
F -0.640 8.437 -2.741 0.04 0.02 -0.08
H 1.399 7.027 -3.115 -0.04 0.08 0.01
H 0.406 5.655 -2.559 -0.02 -0.10 -0.12
H -1.658 6.805 -3.265 -0.03 0.06 0.09
C 3.362 -2.083 3.161 -0.06 0.06 0.06
C 3.567 -2.987 4.357 -0.28 -0.38 0.30
O 2.247 -3.429 4.631 -0.33 -0.12 -0.13
C 1.537 -3.393 3.468 0.29 0.22 0.28
O 0.488 -3.907 3.291 -0.19 -0.07 0.03
O 2.218 -2.680 2.539 0.07 0.14 -0.13
F 4.048 -2.323 5.437 -0.10 0.23 0.11
H 3.115 -1.070 3.482 0.01 0.02 0.06
H 4.205 -2.064 2.480 -0.21 -0.01 -0.05
H 4.203 -3.852 4.166 -0.66 0.42 0.45
C -3.680 -7.962 -0.585 -0.07 -0.02 -0.01
C -3.420 -7.381 0.790 0.14 0.02 -0.12
O -2.617 -6.252 0.490 -0.18 0.11 0.16
C -2.920 -5.837 -0.768 0.08 -0.13 0.01
O -2.605 -4.793 -1.229 -0.07 0.01 -0.05
O -3.636 -6.787 -1.410 -0.08 -0.12 -0.01
F -2.731 -8.226 1.591 0.07 0.03 -0.06
H -2.885 -8.646 -0.879 0.04 -0.02 0.08
H -4.638 -8.461 -0.680 -0.06 0.13 -0.09
H -4.313 -7.048 1.321 0.01 -0.06 0.08
C 7.409 -4.929 0.436 0.06 0.01 -0.09
C 5.998 -4.851 -0.114 0.08 -0.15 0.01
O 5.225 -4.756 1.071 -0.09 0.33 0.06
C 5.997 -4.177 2.029 0.38 -0.36 -0.44
O 5.588 -3.730 3.047 1.16 -0.29 -0.62
O 7.291 -4.177 1.650 0.00 -0.01 -0.02
F 5.646 -5.964 -0.796 0.00 0.04 0.14
H 7.678 -5.960 0.667 -0.07 -0.04 -0.01
H 8.159 -4.490 -0.214 0.00 0.14 0.10
H 5.805 -3.977 -0.738 -0.07 -0.06 -0.08
C -0.810 10.919 -6.083 -0.08 -0.11 0.00
C -0.272 11.645 -4.868 0.08 0.06 -0.15
O -0.133 12.968 -5.348 -0.15 0.06 0.20
C -1.039 13.155 -6.352 0.11 -0.15 -0.01
O -1.347 14.204 -6.798 0.02 0.07 -0.05
O -1.535 11.959 -6.749 0.00 -0.08 0.02
F 0.939 11.177 -4.477 0.02 0.05 -0.08
H 0.002 10.573 -6.723 0.08 0.01 0.06
H -1.462 10.086 -5.839 -0.13 0.09 -0.06
H -0.939 11.645 -4.005 0.07 -0.06 0.07
C -7.542 -11.372 -3.309 -0.01 -0.02 -0.05
C -7.564 -9.934 -2.830 0.04 -0.09 0.09
O -6.509 -9.923 -1.883 0.08 0.20 -0.14
C -5.613 -10.892 -2.232 -0.16 -0.04 0.01
O -4.518 -10.980 -1.794 0.06 0.00 0.08
O -6.161 -11.716 -3.150 -0.08 -0.05 -0.07
F -8.724 -9.606 -2.218 0.05 -0.06 0.07
H -8.153 -12.003 -2.662 -0.04 0.06 0.05
H -7.849 -11.496 -4.343 0.16 -0.01 -0.05
H -7.354 -9.193 -3.603 -0.09 0.05 0.01
C 0.943 3.920 5.248 -0.02 -0.06 0.00
C 1.885 3.865 6.433 -0.06 0.10 -0.15
O 1.888 5.208 6.879 -0.06 -0.10 0.21
C 0.702 5.778 6.526 0.11 -0.13 -0.16
O 0.283 6.800 6.944 0.00 0.11 0.00
O 0.065 4.987 5.625 -0.03 -0.06 -0.06
F 3.139 3.501 6.068 0.03 0.12 0.00
H 1.476 4.192 4.335 0.05 0.00 0.03
H 0.385 3.004 5.085 -0.14 0.07 0.06
H 1.555 3.218 7.247 0.11 -0.06 0.01
C -2.862 4.710 4.300 -0.02 0.03 -0.01
C -2.780 3.423 3.503 -0.08 0.04 0.19
O -3.973 2.765 3.869 -0.03 -0.03 -0.25
C -4.895 3.715 4.212 0.17 0.02 0.08
O -6.053 3.519 4.330 -0.08 -0.04 0.05
O -4.279 4.908 4.378 0.08 0.08 -0.02
F -1.714 2.656 3.857 -0.08 0.01 0.04
H -2.452 4.580 5.301 0.04 -0.07 -0.01
H -2.381 5.558 3.821 -0.14 0.06 -0.03
H -2.763 3.561 2.421 0.14 -0.08 -0.04
```
Positions in Å, forces in eV/Å.

## Properties
Net charge: 0
HOMO level: -9.2 eV
Energy: -142634.630 eV

Löwdin population analysis, charges in e, atoms 1 to 2: number 1, C, carries -0.10; number 2, C, carries -0.25

=====

(4)
Entry from the Open Molecules 2025 dataset: a cluster of 2 separate species, C3H3BrCl2O in total (the ωB97M-V functional and the def2-TZVPD basis).

```
10
Properties=species:S:1:pos:R:3:forces:R:3
C -0.984 0.667 0.100 -0.34 -1.59 -0.17
C -2.249 0.287 0.022 0.24 0.76 0.76
C 1.914 -0.572 -0.097 0.88 -1.49 -1.62
O 0.958 -1.460 0.232 -0.77 1.22 0.34
Cl 0.087 1.884 0.110 -0.56 -0.50 0.00
Cl -3.524 1.554 0.125 0.89 -0.84 -0.26
Br -2.917 -1.497 0.136 0.57 0.89 -0.19
H 2.980 -0.707 0.209 -0.54 -0.61 0.89
H 1.675 0.366 0.355 0.04 1.55 0.29
H 2.060 -0.523 -1.191 -0.41 0.62 -0.03
```
Positions in Å, forces in eV/Å.

## Properties
Energy relative to the best compared isomer or geometry (same formula, charge and spin): 154.9 kcal per mole
Net charge: 0
HOMO level (spin up / spin down): -8.9 / -9.0 eV
Energy: -100287.447 eV

Löwdin population analysis, charges in e, atoms 1 to 2: number 1, C, carries -0.62; number 2, C, carries -1.16

=====

(5)
Entry from the Open Molecules 2025 dataset: a cluster of 2 separate species, C3H8O3S2 in total (the ωB97M-V functional and the def2-TZVPD basis).

```
16
Properties=species:S:1:pos:R:3:forces:R:3
C -0.518 -0.277 -0.854 -0.98 -0.43 1.17
C -1.443 -1.511 -0.633 1.09 -1.38 -1.86
O -0.720 -2.550 -1.138 0.57 0.23 -0.17
O -2.572 -1.588 -0.294 -0.40 0.76 0.83
C -1.000 0.930 -0.014 0.70 -0.48 -1.17
S 0.077 1.493 1.304 -0.51 0.27 0.89
S 1.569 2.648 0.712 -0.08 0.46 0.69
H 0.465 -0.594 -0.516 0.11 0.03 -0.29
H -0.533 -0.048 -1.926 0.12 -0.09 0.34
H -1.018 -3.478 -1.145 -0.90 0.76 0.41
H -1.935 0.724 0.520 0.00 0.12 -0.16
H -1.047 1.769 -0.702 -0.49 0.39 0.27
H 2.257 1.803 -0.027 0.21 -0.58 -0.99
H 1.529 -3.343 -1.139 0.35 -0.59 0.73
H 1.687 -1.952 -1.195 0.57 0.17 0.57
O 1.934 -2.663 -0.576 -0.36 0.36 -1.27
```
Positions in Å, forces in eV/Å.

## Properties
Energy relative to the best compared isomer or geometry (same formula, charge and spin): 20.4 kcal per mole
Net charge: +1
Multiplicity: 2
HOMO level (spin up / spin down): -14.3 / -14.3 eV
Energy: -31044.571 eV

Löwdin population analysis, charges in e, atoms 1 to 2: number 1, C, carries -0.11; number 2, C, carries -0.49

=====

(6)
Entry from the Open Molecules 2025 dataset: a cluster of 5 separate species, C26H55FN5O8 in total (the ωB97M-V functional and the def2-TZVPD basis).

```
95
Properties=species:S:1:pos:R:3:forces:R:3
C -3.310 0.010 2.235 0.35 -0.10 -0.35
C -3.562 -0.050 0.714 0.19 0.64 0.80
N -2.608 0.800 -0.023 0.20 -0.44 0.22
C -1.826 0.232 -1.101 1.09 0.06 -0.27
C -2.546 -0.635 -2.121 -0.41 -0.11 0.37
C -0.548 -0.558 -0.614 -0.17 -1.15 -0.87
C -0.578 -1.345 0.683 0.60 0.32 0.01
C 0.450 -2.508 0.642 -0.39 -0.15 0.53
N -0.107 -3.823 0.946 -0.45 0.12 -0.07
N 0.590 0.403 -0.675 -1.43 0.14 1.85
C -0.030 1.597 -0.941 -0.42 -0.09 -0.75
N 0.401 2.760 -0.461 0.70 -0.20 -0.92
N -1.185 1.469 -1.674 -0.14 -0.18 -0.16
C -1.129 1.707 -3.115 0.15 1.18 -0.11
C -2.459 2.226 -3.669 -0.06 -0.88 0.10
F -2.647 1.666 -4.918 0.09 0.18 -0.19
H -4.245 -0.006 2.787 -0.04 -0.05 0.10
H -2.760 0.920 2.468 -0.17 0.17 0.06
H -2.679 -0.818 2.553 -0.10 -0.05 0.15
H -4.561 0.348 0.550 -0.17 -0.29 -0.34
H -3.491 -1.087 0.405 -0.27 -0.03 -0.32
H -3.056 1.643 -0.355 -0.07 0.08 -0.06
H -3.503 -0.219 -2.430 0.03 0.13 -0.11
H -2.776 -1.577 -1.622 0.01 -0.07 -0.05
H -1.933 -0.888 -2.980 0.04 0.08 -0.11
H -0.315 -1.300 -1.381 -0.30 0.00 -0.21
H -1.552 -1.770 0.902 -0.16 0.08 -0.19
H -0.330 -0.679 1.507 -0.20 0.09 0.08
H 0.896 -2.581 -0.349 0.28 0.04 0.02
H 1.202 -2.324 1.406 0.30 0.08 -0.20
H -0.607 -3.759 1.827 0.18 0.00 0.20
H -0.826 -4.035 0.260 0.11 -0.09 -0.18
H 1.199 0.149 -1.446 0.62 0.39 0.26
H 0.477 3.552 -1.077 -0.83 0.46 0.35
H 0.553 2.855 0.529 0.93 -0.21 -0.02
H -0.780 0.844 -3.684 -0.18 -0.21 0.08
H -0.381 2.489 -3.280 0.14 -0.08 0.01
H -2.468 3.308 -3.757 -0.11 0.09 -0.05
H -3.277 1.882 -3.041 -0.10 0.28 0.12
O 0.646 -4.557 -2.153 -0.02 0.14 -0.01
C 1.164 -5.614 -1.890 -0.21 -0.15 0.01
O 2.268 -5.965 -2.565 0.15 0.20 -0.02
C 3.049 -7.119 -2.232 0.07 -0.24 0.01
C 2.498 -8.381 -2.862 -0.15 0.05 -0.03
C 0.562 -6.552 -0.875 0.17 0.02 0.24
H 3.158 -7.209 -1.151 -0.06 0.01 0.00
H 4.039 -6.907 -2.631 -0.02 0.08 -0.03
H 1.497 -8.609 -2.496 0.03 -0.02 0.06
H 3.146 -9.229 -2.640 0.02 0.01 0.00
H 2.433 -8.263 -3.943 0.06 -0.01 -0.01
H -0.235 -7.128 -1.347 0.02 0.01 -0.07
H 0.143 -5.933 -0.088 -0.05 -0.02 -0.02
H 1.266 -7.238 -0.411 0.01 -0.06 -0.13
O -0.918 -2.106 3.451 -0.02 -0.08 0.08
C -0.297 -1.636 4.372 -0.11 -0.13 0.21
O 1.025 -1.836 4.405 0.16 0.09 -0.21
C 1.893 -1.209 5.365 0.11 0.02 0.21
C 1.941 -1.974 6.669 -0.14 -0.09 -0.02
C -0.982 -0.899 5.494 0.09 0.33 -0.11
H 1.616 -0.164 5.506 -0.06 -0.02 0.00
H 2.874 -1.215 4.894 -0.03 -0.04 -0.08
H 0.967 -2.005 7.157 0.01 0.07 0.02
H 2.651 -1.509 7.352 0.02 0.01 -0.01
H 2.250 -3.003 6.490 0.06 0.01 -0.01
H -1.372 -1.632 6.199 -0.01 -0.02 0.01
H -1.817 -0.341 5.075 -0.08 -0.13 -0.02
H -0.344 -0.198 6.025 0.03 -0.10 0.07
O 4.817 2.573 3.174 0.01 0.03 0.14
C 4.681 2.235 2.035 -0.14 0.11 -0.09
O 5.697 2.414 1.172 0.15 -0.04 0.06
C 5.690 1.897 -0.161 -0.05 -0.02 -0.18
C 4.964 2.814 -1.124 -0.09 0.07 0.07
C 3.364 1.682 1.534 0.09 -0.48 -0.03
H 5.294 0.881 -0.177 -0.03 0.01 0.02
H 6.740 1.828 -0.437 0.03 0.02 0.07
H 3.909 2.918 -0.859 0.00 -0.06 -0.02
H 5.028 2.424 -2.140 0.03 0.00 0.00
H 5.407 3.809 -1.102 0.04 -0.01 -0.03
H 2.697 2.516 1.321 0.05 0.06 0.00
H 2.933 1.077 2.329 -0.05 0.13 0.08
H 3.440 1.049 0.654 -0.02 0.12 -0.07
O -4.136 3.902 -1.313 -0.02 -0.23 0.00
C -3.641 4.959 -1.607 0.14 0.02 -0.10
O -4.364 5.857 -2.277 -0.17 -0.07 0.09
C -3.913 7.194 -2.541 0.14 0.23 -0.10
C -3.045 7.265 -3.779 0.02 -0.18 -0.01
C -2.186 5.230 -1.295 0.02 0.21 0.33
H -3.422 7.612 -1.662 0.03 -0.06 0.01
H -4.825 7.766 -2.694 -0.06 -0.08 0.02
H -2.129 6.683 -3.666 0.04 0.06 0.04
H -2.768 8.298 -3.988 -0.02 0.01 0.00
H -3.582 6.866 -4.639 -0.04 0.05 -0.01
H -1.590 4.749 -2.072 0.04 0.05 -0.02
H -1.972 4.758 -0.338 0.01 -0.13 -0.06
H -1.903 6.277 -1.220 -0.04 0.00 -0.17
```
Positions in Å, forces in eV/Å.

## Properties
Net charge: +1
HOMO level: -11.2 eV
Energy: -54394.695 eV

Löwdin population analysis, charges in e, atoms 1 to 2: number 1, C, carries -0.08; number 2, C, carries -0.23